36
Properties=species:S:1:pos:R:3 method="wB97M-V/def2-TZVPD" total_energy_ha=-784.15646 homo_energy_ev=-9.2 molar_mass_da=251.3 total_charge=0 relative_energy_kj_mol=0.0 lumo_energy_ev=0.51
N -1.205 3.414 1.395
C -1.352 2.376 1.853
C -1.501 1.064 2.422
H -1.016 1.058 3.401
H -2.567 0.878 2.581
C -0.924 -0.030 1.508
H -1.594 -0.137 0.651
H -0.928 -0.975 2.053
C 0.499 0.248 0.982
C 0.642 -0.455 -0.352
N 1.467 -1.415 -0.432
C 1.598 -2.143 -1.665
C 0.273 -2.274 -2.416
C -0.346 -0.914 -2.552
C -1.078 -0.545 -3.666
C -1.642 0.717 -3.750
C -1.467 1.620 -2.715
C -0.738 1.263 -1.595
C -0.179 -0.009 -1.493
H -0.605 1.989 -0.809
H -1.897 2.608 -2.777
H -2.211 0.997 -4.624
H -1.205 -1.250 -4.475
H -0.400 -2.919 -1.840
H 0.427 -2.732 -3.393
H 2.336 -1.624 -2.291
H 2.007 -3.126 -1.415
H 0.610 1.324 0.809
C 1.622 -0.212 1.917
H 2.554 -0.140 1.356
H 1.479 -1.266 2.159
C 1.769 0.611 3.207
C 0.945 0.101 4.270
N 0.298 -0.326 5.111
H 1.523 1.663 3.029
H 2.804 0.562 3.556

---

20
Properties=species:S:1:pos:R:3 method="wB97M-V/def2-TZVPD" total_energy_ha=-349.09131 homo_energy_ev=-9.2 molar_mass_da=112.2 total_charge=0 relative_energy_kj_mol=150.5 lumo_energy_ev=0.90
C 1.813 1.385 -0.426
C 0.551 1.954 0.229
C -0.664 1.092 0.101
C -1.888 1.527 -0.203
C -0.459 -2.744 0.069
O 0.831 -2.996 0.590
C -0.780 -1.353 -0.382
C -0.485 -0.338 0.431
H 1.646 0.865 -1.372
H 2.535 2.194 -0.569
H 2.274 0.687 0.255
H 0.712 2.089 1.314
H 0.452 2.966 -0.191
H -2.106 2.488 -0.620
H -2.715 0.824 -0.298
H -0.440 -3.359 -0.836
H -1.235 -3.197 0.689
H 1.173 -2.318 1.175
H -1.227 -1.109 -1.331
H 0.010 -0.657 1.376

---

86
Properties=species:S:1:pos:R:3 method="wB97M-V/def2-TZVPD" total_energy_ha=-10335.16150 spin_multiplicity=2 homo_energy_ev="-13.7 / -13.7" molar_mass_da=1135.9 s_squared=0.812 total_charge=+2 relative_energy_kj_mol=105.4 lumo_energy_ev="-6.76 / -8.45"
Hf 0.320 -0.374 -0.228
O -0.216 4.295 -3.587
C -0.151 3.150 -4.388
C -0.520 3.245 -5.712
C -0.529 2.097 -6.494
C -0.175 0.870 -5.949
C 0.171 0.779 -4.611
C 0.184 1.924 -3.824
C 0.472 1.860 -2.341
O 0.777 0.622 -1.862
N -0.790 2.336 -1.685
N -1.370 1.593 -0.839
C -2.587 1.943 -0.410
C -3.244 1.193 0.556
Br -2.440 -0.433 1.109
C -4.486 1.464 1.115
C -5.228 2.675 1.093
C -6.607 2.575 1.388
C -7.411 3.693 1.367
C -6.850 4.937 1.091
C -5.479 5.068 0.847
C -4.673 3.955 0.848
H 0.663 4.519 -3.254
H -0.786 4.213 -6.117
H -0.805 2.168 -7.538
H -0.178 -0.020 -6.564
H 0.435 -0.171 -4.170
H 1.255 2.579 -2.072
H -1.222 3.180 -2.076
H -3.095 2.793 -0.853
H -4.964 0.633 1.624
H -7.033 1.603 1.603
H -8.469 3.606 1.571
H -7.478 5.818 1.089
H -5.053 6.048 0.678
H -3.606 4.078 0.722
C 4.948 1.317 6.601
C 4.624 1.166 5.140
C 4.848 2.202 4.240
C 4.560 2.057 2.890
C 4.028 0.856 2.442
C 3.820 -0.210 3.320
C 4.116 -0.044 4.657
S 3.681 0.617 0.747
O 3.996 -0.759 0.445
O 4.296 1.661 -0.016
N 2.029 0.743 0.597
C 1.443 1.946 0.987
C 2.079 3.192 1.107
C 1.347 4.223 1.648
C 0.019 4.013 2.043
C -0.535 2.780 1.820
N 0.157 1.757 1.287
H 5.286 2.324 6.835
H 5.734 0.619 6.895
H 4.074 1.095 7.215
H 5.277 3.132 4.595
H 4.794 2.847 2.190
H 3.472 -1.164 2.944
H 3.979 -0.873 5.342
H 3.088 3.330 0.757
H 1.803 5.197 1.772
H -0.561 4.793 2.517
H -1.559 2.570 2.109
Br 0.541 -0.025 5.822
C 0.359 -1.195 4.366
C -0.008 -2.517 4.545
C -0.125 -3.315 3.418
C 0.097 -2.763 2.174
N 0.448 -1.475 1.996
C 0.592 -0.714 3.093
H -0.191 -2.913 5.535
H -0.392 -4.360 3.498
H -0.011 -3.368 1.286
H 0.915 0.306 2.957
F -0.735 -2.330 -0.458
As -1.450 -2.388 -2.242
F -2.963 -2.647 -1.540
F -1.062 -4.023 -2.284
F -1.980 -2.204 -3.821
F 0.184 -1.965 -2.633
F -1.619 -0.666 -1.861
N 1.901 -1.952 -0.600
H 2.771 -1.692 -0.105
H 2.157 -1.963 -1.586
H 1.666 -2.909 -0.356

---

15
Properties=species:S:1:pos:R:3 method="wB97M-V/def2-TZVPD" total_energy_ha=-324.93926 homo_energy_ev=-9.5 molar_mass_da=91.1 total_charge=0 relative_energy_kj_mol=87.6 lumo_energy_ev=0.76
C -1.298 -0.160 -0.400
C -0.876 1.267 -0.288
C 2.422 -0.532 0.449
N -2.411 -0.514 0.278
O 1.814 0.068 -0.669
O -0.565 -1.024 -0.888
H 0.989 -0.495 -0.925
H 0.289 1.238 -0.371
H -2.670 -1.487 0.317
H -2.990 0.165 0.739
H -1.276 1.819 -1.136
H -1.197 1.728 0.643
H 3.351 -0.002 0.656
H 1.774 -0.479 1.330
H 2.644 -1.593 0.264

---

91
Properties=species:S:1:pos:R:3 method="wB97M-V/def2-TZVPD" total_energy_ha=-3000.18320 homo_energy_ev=-8.4 molar_mass_da=712.8 total_charge=0 lumo_energy_ev=-0.34
C -4.682 -0.570 2.392
C -3.243 -1.007 2.443
O -2.413 -0.020 1.854
C -1.083 0.021 2.331
Si -0.797 1.353 3.618
I -0.262 3.464 2.513
C 0.554 0.928 4.793
C 1.673 0.138 4.141
C 2.676 -0.357 5.171
S 2.246 -1.880 6.032
C 2.251 -2.997 4.647
S 3.363 -4.159 4.574
N 1.193 -2.794 3.762
C 1.446 -3.250 2.381
C 0.907 -2.295 1.338
C -0.045 -3.355 4.378
C -1.263 -3.262 3.497
O -2.255 1.516 4.492
C -3.211 2.224 4.017
N -4.065 2.869 3.588
H -4.890 -0.072 1.454
H -5.324 -1.437 2.508
H -4.904 0.105 3.207
H -2.949 -1.170 3.480
H -3.110 -1.949 1.911
H -0.398 0.140 1.499
H -0.816 -0.928 2.805
H 0.130 0.381 5.634
H 0.941 1.865 5.180
H 2.203 0.773 3.437
H 1.280 -0.711 3.599
H 3.671 -0.458 4.757
H 2.743 0.365 5.977
H 1.035 -4.244 2.209
H 2.510 -3.349 2.235
H 1.287 -2.603 0.380
H 1.245 -1.284 1.529
H -0.172 -2.343 1.272
H -0.227 -2.791 5.283
H 0.148 -4.386 4.669
H -1.363 -2.265 3.088
H -1.247 -3.987 2.693
H -2.138 -3.456 4.105
C -0.761 2.549 -1.509
O -1.792 1.678 -1.918
C -2.892 1.604 -1.013
C -4.127 2.261 -1.582
N -3.976 3.704 -1.678
C -5.011 4.397 -2.434
C -5.242 4.024 -3.893
O -4.208 4.406 -4.777
C -3.091 3.543 -4.821
H 0.093 2.377 -2.163
H -1.048 3.605 -1.595
H -0.458 2.356 -0.475
H -2.626 2.044 -0.049
H -3.105 0.545 -0.846
H -4.971 2.038 -0.921
H -4.333 1.788 -2.554
H -3.073 3.917 -2.080
H -4.775 5.464 -2.406
H -5.960 4.271 -1.903
H -6.126 4.574 -4.226
H -5.468 2.957 -4.017
H -3.385 2.496 -4.700
H -2.344 3.788 -4.060
H -2.626 3.666 -5.799
C 4.863 1.338 -4.764
O 4.293 0.158 -5.287
C 5.177 -0.949 -5.393
C 4.850 -2.029 -4.389
N 5.152 -1.608 -3.030
C 4.643 -2.476 -1.975
C 3.144 -2.733 -1.883
O 2.372 -1.624 -1.466
C 2.076 -0.670 -2.469
H 4.153 2.144 -4.943
H 5.049 1.276 -3.685
H 5.805 1.582 -5.265
H 6.216 -0.621 -5.287
H 5.054 -1.365 -6.397
H 5.448 -2.915 -4.624
H 3.794 -2.297 -4.531
H 4.799 -0.671 -2.886
H 4.958 -2.047 -1.020
H 5.143 -3.446 -2.064
H 3.003 -3.493 -1.108
H 2.732 -3.151 -2.810
H 1.918 -1.143 -3.442
H 2.858 0.089 -2.564
H 1.158 -0.163 -2.171

---

15
Properties=species:S:1:pos:R:3 method="wB97M-V/def2-TZVPD" total_energy_ha=-1083.81219 homo_energy_ev=0.7 molar_mass_da=154.1 total_charge=-2 relative_energy_kj_mol=74.1 lumo_energy_ev=6.18
C -1.748 0.714 0.342
C -0.928 -0.580 0.379
C 0.099 -0.689 -0.763
O 1.173 1.748 0.796
O 2.666 -0.491 0.515
O 2.349 1.253 -1.394
P 1.647 0.713 -0.199
S 0.728 -2.378 -0.892
H -2.555 0.512 -0.335
H -1.052 1.618 -0.067
H -2.138 0.990 1.299
H -0.346 -0.579 1.443
H -1.601 -1.369 0.437
H -0.269 -0.332 -1.773
H 1.976 -1.130 0.211

---

79
Properties=species:S:1:pos:R:3 method="wB97M-V/def2-TZVPD" total_energy_ha=-1791.78618 homo_energy_ev="-17.8 / -17.8" molar_mass_da=627.6 total_charge=+3 lumo_energy_ev="-12.13 / -11.77"
Mo 0.698 0.192 -0.496
O 0.843 -5.895 -2.893
C 1.418 -5.064 -2.033
O 2.572 -5.122 -1.746
C 0.593 -3.981 -1.380
C -0.179 -4.055 -0.231
N -0.379 -2.802 0.214
N 0.230 -1.915 -0.575
C 0.812 -2.624 -1.544
C 1.572 -1.817 -2.506
O 2.149 -2.079 -3.479
O 1.475 -0.433 -2.021
H -0.102 -5.709 -3.013
H -0.581 -4.903 0.303
H -0.878 -2.508 1.047
C -2.870 -1.601 3.648
C -1.767 -0.560 3.450
C -1.788 0.490 4.565
C -0.393 -1.198 3.363
C 0.043 -2.129 4.310
C 1.302 -2.700 4.232
C 2.185 -2.356 3.209
C 1.801 -1.440 2.247
C 2.817 -0.976 1.223
C 3.730 0.121 1.752
C 3.569 -2.088 0.505
C 0.517 -0.893 2.361
N 0.127 0.055 1.333
C 0.218 1.396 1.532
C -0.196 2.288 0.515
N -0.572 1.710 -0.639
C -1.076 2.350 -1.758
C -1.993 1.553 -2.521
C -2.954 2.240 -3.227
C -2.903 3.629 -3.296
C -1.841 4.356 -2.744
C -0.862 3.749 -1.996
C 0.405 4.559 -1.715
C 0.213 5.680 -0.681
C 1.713 3.786 -1.496
C -1.866 0.060 -2.611
C -1.217 -0.302 -3.956
C -3.159 -0.703 -2.355
H -3.847 -1.127 3.565
H -2.817 -2.057 4.637
H -2.821 -2.404 2.908
H -1.973 -0.053 2.500
H -1.641 0.019 5.539
H -2.749 1.003 4.587
H -1.002 1.241 4.451
H -0.618 -2.409 5.120
H 1.611 -3.420 4.978
H 3.173 -2.798 3.180
H 2.231 -0.450 0.363
H 4.344 -0.314 2.544
H 3.175 0.950 2.192
H 4.395 0.495 0.973
H 4.342 -2.463 1.181
H 4.092 -1.715 -0.376
H 2.937 -2.932 0.229
H 0.620 1.747 2.478
H -0.226 3.360 0.639
H -3.715 1.705 -3.778
H -3.650 4.153 -3.879
H -1.750 5.411 -2.976
H 0.543 5.062 -2.675
H 0.054 5.308 0.336
H -0.637 6.314 -0.927
H 1.101 6.309 -0.657
H 1.947 3.601 -0.448
H 2.543 4.383 -1.872
H 1.751 2.847 -2.063
H -1.145 -0.229 -1.826
H -1.876 -0.004 -4.772
H -1.078 -1.383 -4.028
H -0.259 0.196 -4.112
H -3.942 -0.385 -3.044
H -3.532 -0.553 -1.341
H -3.006 -1.770 -2.523

---

9
Properties=species:S:1:pos:R:3 method="wB97M-V/def2-TZVPD" total_energy_ha=-912.95657 homo_energy_ev="-8.2 / -8.1" molar_mass_da=104.2 total_charge=0 relative_energy_kj_mol=272.8 lumo_energy_ev="-0.47 / -0.42"
C -0.226 -0.553 0.707
C 0.925 0.087 -0.026
C -0.310 1.913 0.102
S -1.434 0.794 0.943
S 1.362 1.680 0.609
H -0.731 -1.310 0.108
H 0.092 -0.992 1.655
H 1.207 -0.208 -1.022
H -0.598 2.311 -0.856

---

87
Properties=species:S:1:pos:R:3 method="wB97M-V/def2-TZVPD" total_energy_ha=-3333.08905 spin_multiplicity=3 homo_energy_ev="-9.5 / -12.7" molar_mass_da=692.6 s_squared=2.030 total_charge=+2 lumo_energy_ev="-4.23 / -4.24"
Ti -2.620 -0.745 -0.273
C 3.370 0.682 4.186
C 3.035 -0.717 3.692
N 2.069 -0.712 2.578
C 0.779 -0.918 2.843
C -0.191 -0.823 1.907
C -1.552 -1.098 2.318
O -1.784 -1.703 3.439
O -2.531 -0.792 1.604
C 0.151 -0.528 0.525
O -0.778 -0.471 -0.436
C 1.501 -0.322 0.226
C 1.941 -0.053 -1.090
C 3.285 0.096 -1.349
F 3.668 0.297 -2.629
C 4.254 0.032 -0.370
C 3.814 -0.219 0.953
C 2.495 -0.411 1.246
N 5.658 0.197 -0.600
C 6.452 -1.018 -0.479
C 7.896 -0.666 -0.206
N 8.391 0.206 -1.340
C 7.533 1.446 -1.484
C 6.102 1.009 -1.718
H 4.096 0.629 5.000
H 2.473 1.178 4.563
H 3.791 1.297 3.388
H 2.592 -1.309 4.488
H 3.926 -1.251 3.367
H 0.535 -1.169 3.868
H 1.225 -0.008 -1.898
H 4.565 -0.240 1.734
H 6.393 -1.633 -1.395
H 6.085 -1.630 0.341
H 8.537 -1.542 -0.145
H 7.989 -0.075 0.701
H 8.336 -0.328 -2.207
H 9.370 0.453 -1.207
H 7.928 2.033 -2.309
H 7.629 2.002 -0.555
H 6.041 0.477 -2.678
H 5.485 1.900 -1.802
N -2.651 -0.912 -2.510
C -4.033 -0.853 -2.962
C -4.392 -0.965 -4.265
C -5.755 -0.946 -4.654
C -6.732 -0.821 -3.719
C -6.390 -0.678 -2.351
C -7.359 -0.514 -1.337
C -6.971 -0.338 -0.049
C -5.594 -0.332 0.241
N -4.663 -0.496 -0.659
C -5.037 -0.677 -1.969
H -2.322 -1.872 -2.566
H -2.050 -0.361 -3.106
H -3.621 -1.088 -5.018
H -6.014 -1.045 -5.701
H -7.778 -0.823 -4.005
H -8.411 -0.524 -1.601
H -7.691 -0.205 0.747
H -5.247 -0.184 1.256
C -1.597 4.924 -1.637
C -2.477 3.911 -0.909
S -1.611 2.368 -0.687
O -2.737 1.368 -0.398
C -0.827 2.739 0.891
C -1.778 2.684 2.079
H -2.159 5.845 -1.796
H -1.280 4.549 -2.613
H -0.703 5.181 -1.063
H -3.358 3.633 -1.489
H -2.803 4.263 0.069
H -0.379 3.727 0.751
H -0.022 2.009 0.979
H -2.442 3.547 2.122
H -1.195 2.670 3.001
H -2.392 1.789 2.050
N -3.628 -3.251 2.447
C -2.851 -4.163 1.569
C -2.243 -3.363 0.448
O -1.043 -3.359 0.287
O -3.101 -2.636 -0.261
H -2.646 -2.244 3.309
H -4.150 -3.788 3.127
H -4.309 -2.758 1.880
H -3.453 -4.963 1.134
H -2.038 -4.600 2.136

---

60
Properties=species:S:1:pos:R:3 method="wB97M-V/def2-TZVPD" total_energy_ha=-3239.92974 spin_multiplicity=3 homo_energy_ev="-10.7 / -10.7" molar_mass_da=512.1 s_squared=2.004 total_charge=+1 relative_energy_kj_mol=0.0 lumo_energy_ev="-5.84 / -6.41"
Ni -2.978 -1.174 -1.353
O 1.042 -0.169 -0.620
C -0.126 -0.616 -0.055
O -1.115 -0.489 -0.860
O -0.197 -0.831 1.151
H 0.551 0.063 -1.426
C -0.424 4.196 -1.281
O -1.143 4.695 -0.144
H 0.586 4.589 -1.150
H -0.338 3.109 -1.329
H -1.016 4.505 -2.144
H -1.082 5.634 -0.344
C 0.142 2.803 3.225
O 0.609 2.670 4.347
N 0.012 1.894 2.231
N -0.315 3.989 2.721
H 0.233 0.917 2.343
H -0.450 2.083 1.363
H -0.726 3.925 1.809
H -0.254 4.809 3.299
C 4.545 -1.868 -2.714
O 4.342 -3.021 -2.341
N 5.711 -1.479 -3.268
N 3.564 -0.930 -2.751
H 6.432 -2.178 -3.221
H 5.818 -0.539 -3.604
H 2.764 -1.182 -2.198
H 3.637 -0.196 -3.450
C -2.392 -3.508 0.748
O -2.521 -2.847 -0.303
N -1.940 -2.952 1.874
N -3.003 -4.688 0.906
H -2.064 -3.307 2.808
H -1.210 -2.244 1.799
H -3.533 -5.171 0.198
H -2.800 -5.287 1.690
C 2.345 -1.821 3.444
O 3.269 -2.331 4.058
N 1.120 -1.703 4.035
N 2.334 -1.425 2.158
H 0.326 -1.348 3.533
H 0.975 -2.182 4.907
H 1.449 -1.344 1.675
H 3.280 -1.590 1.842
C 1.712 0.692 -4.783
O 2.875 0.384 -4.957
N 1.145 1.110 -3.625
N 0.742 0.498 -5.705
H 1.729 1.228 -2.811
H 0.156 1.169 -3.471
H -0.193 0.842 -5.803
H 1.128 -0.010 -6.490
C -4.183 0.170 1.316
O -3.619 -0.051 0.213
N -3.770 -0.406 2.449
N -5.057 1.159 1.478
H -3.229 -1.254 2.389
H -4.217 -0.147 3.312
H -5.070 1.695 0.621
H -5.607 1.460 2.262